DFT (wB97M-V/def2-TZVPD) results for a 2-piece molecular cluster, CH8N2O overall in a non-equilibrium geometry.

For the relative energy (zero: lowest compared OMol25 entry of this formula, charge and spin), the calculation gives 0.1160 eV. Its charge is +1. The lowest unoccupied orbital energy (spin up / spin down) comes out at -0.1481 / -0.3442 Eh. The molar mass is 64.1 g mol⁻¹. The multiplicity is 2. The value obtained for the HOMO-LUMO gap (spin up / spin down) is 10.8433 / 5.4805 eV. For the HOMO energy (spin up / spin down), the calculation gives -14.87 / -14.85 eV.

Positions of all 12 atoms, in Å:
N (2.067, 0.456, 0.057)
C (0.688, 0.655, -0.298)
N (-0.166, -0.238, 0.477)
H (2.335, -0.524, -0.024)
H (2.352, 0.877, 0.948)
H (0.546, 0.508, -1.360)
H (0.352, 1.680, -0.147)
H (0.199, -0.327, 1.440)
H (-0.124, -1.214, 0.171)
H (-3.006, -1.285, -0.766)
H (-2.204, -0.226, -0.015)
O (-3.039, -0.363, -0.484)


DFT (wB97M-V/def2-TZVPD) results for a 4-piece molecular cluster, C4H14NO3 overall in a non-equilibrium geometry.

For the relative energy (zero: lowest compared OMol25 entry of this formula, charge and spin), the calculation gives 3.6780 eV. Its charge is +1. The lowest unoccupied orbital energy comes out at -0.2830 Eh. The molar mass is 124.2 g mol⁻¹. The value obtained for the HOMO-LUMO gap is 6.4322 eV. For the HOMO energy, the calculation gives -14.13 eV.

Positions of all 22 atoms, in Å:
O (0.614, 0.067, 0.995)
C (1.450, 0.336, 0.186)
C (2.013, -0.656, -0.756)
C (-2.052, -0.036, -1.342)
C (-2.718, 1.336, -1.131)
N (1.895, -1.901, -0.499)
H (1.803, 1.373, 0.104)
H (2.710, -0.311, -1.523)
H (-2.704, -0.863, -1.067)
H (-1.763, -0.202, -2.381)
H (-2.044, 2.082, -1.555)
H (-3.661, 1.412, -1.671)
H (-2.852, 1.540, -0.076)
H (2.204, -2.229, 0.446)
H (1.952, -2.591, -1.246)
H (-1.155, 0.037, -0.727)
H (2.647, -2.158, 2.969)
H (1.768, -1.240, 2.051)
O (2.391, -1.978, 2.061)
H (-0.506, 1.289, 1.600)
H (-0.824, 2.706, 2.054)
O (-1.170, 1.990, 1.508)


DFT (wB97M-V/def2-TZVPD) results for a 2-piece molecular cluster, CH2OS2 overall in a non-equilibrium geometry.

For the relative energy (zero: lowest compared OMol25 entry of this formula, charge and spin), the calculation gives 5.0267 eV. Its charge is 0. The lowest unoccupied orbital energy (spin up / spin down) comes out at -0.0627 / -0.0410 Eh. The molar mass is 94.2 g mol⁻¹. The value obtained for the HOMO-LUMO gap (spin up / spin down) is 6.6261 / 8.4276 eV. For the HOMO energy (spin up / spin down), the calculation gives -8.33 / -9.54 eV.

Positions of all 6 atoms, in Å:
C (-1.605, 0.368, 0.633)
O (1.542, 0.431, -1.043)
S (-2.384, 1.112, -0.504)
S (1.241, -0.839, -0.296)
H (-0.734, -0.481, 0.182)
H (1.941, -0.591, 1.029)